Entry 1:
The following is a DFT calculation (ωB97M-V/def2-TZVPD) of a molecular structure, C3H5O3Y.

```
12
Properties=species:S:1:pos:R:3:forces:R:3:nbo_charge:R:1
Y -0.371554 -1.291205 -2.894437 0.02 0.44 2.87 1.58
O -0.099022 -2.504782 0.643481 -1.04 1.90 -1.92 -0.51
O -0.039805 -0.485252 1.359275 -1.76 1.48 0.23 -0.45
O 0.420158 -0.315257 -0.859239 -0.95 -0.88 -2.14 -0.82
C -0.056463 0.910801 1.042684 0.11 0.12 0.34 -0.10
C 0.554635 1.000206 -0.354963 0.79 0.33 0.30 -0.11
C -0.313482 -1.341716 0.395496 3.85 -2.80 1.51 0.96
H 1.630786 1.228566 -0.345675 -0.28 -0.04 0.32 0.20
H 0.569612 1.416427 1.786287 -0.27 -0.25 -0.12 0.23
H 0.075687 1.826680 -0.899800 -0.20 -0.64 -0.34 0.20
H -1.085398 1.284220 1.110765 0.25 -0.07 -0.12 0.20
H -1.285155 -1.728687 -0.983875 -0.51 0.41 -0.93 -0.40
```
Positions in Å, forces in eV/Å.

Frontier orbital gap (spin up / spin down) in eV: 6.4 / 7.6
Net charge: +1
LUMO energy (spin up / spin down) in eV: -5.00 / -5.54
F_max in Eh/bohr: 0.0971
<S²>: 0.75
Spin multiplicity: 2

Entry 2:
The following is a DFT calculation (ωB97M-V/def2-TZVPD) of a molecular structure, C3H5O3Yb.

```
12
Properties=species:S:1:pos:R:3:forces:R:3:nbo_charge:R:1
Yb 1.265603 1.906783 -0.653008 0.10 -0.55 2.10 2.11
O 0.852779 0.607144 1.409505 1.10 1.35 -2.32 -0.83
O -1.338543 0.409871 1.822357 1.09 0.18 -0.57 -0.46
O 0.079455 -0.952535 2.804192 0.63 0.46 -0.55 -0.41
C -1.212169 -1.419262 3.255116 -0.53 -0.37 0.32 -0.11
C -0.072775 0.033576 1.970075 -1.87 -0.52 1.24 1.04
C -2.175396 -0.354963 2.714030 -0.54 -0.25 0.42 -0.11
H -3.003594 -0.773217 2.135383 0.20 0.14 0.16 0.24
H -1.189259 -1.470554 4.348131 0.03 -0.05 -0.33 0.25
H -2.549314 0.326133 3.485420 0.07 -0.16 -0.22 0.23
H 0.480398 0.513063 -1.723580 -0.39 -0.47 -0.42 -0.17
H -1.379842 -2.410154 2.819862 0.11 0.23 0.18 0.23
```
Positions in Å, forces in eV/Å.

Frontier orbital gap (spin up / spin down) in eV: 8.3 / 5.7
Net charge: +2
LUMO energy (spin up / spin down) in eV: -10.14 / -12.72
F_max in Eh/bohr: 0.0564
<S²>: 0.76
Spin multiplicity: 2